Molecular formula: C20H41N2OP3Pd
Method: DFT, wB97M-V/def2-TZVPD

Structure (XYZ):
```
68
C20H41N2OP3Pd wB97M-V/def2-TZVPD
Pd -0.00588 -0.94246 1.01126
P 1.71638 -1.35047 2.50151
P 1.60812 2.82097 -0.02269
P -0.91153 -2.82187 0.32834
H 0.19022 2.01167 -5.66124
C -0.79094 1.54703 -5.61695
C -1.86522 2.20463 -5.16356
H -1.81572 3.23979 -4.81612
C 3.21792 -2.10871 1.77318
C 2.33540 0.07229 3.45349
C 1.21182 -2.53852 3.79632
C 1.74484 4.32097 -0.97844
C 1.42290 3.30630 1.71028
C 3.11910 1.81683 -0.11063
C -2.21287 -2.34934 -0.82673
C -1.81631 -3.68989 1.63733
C 0.24201 -3.92404 -0.53525
H -0.90937 0.53089 -5.99425
H -2.87038 1.73914 -5.17986
H 3.85887 -2.52012 2.57368
H 3.77780 -1.34467 1.20771
H 2.90663 -2.91911 1.09343
H 3.12711 -0.25139 4.14616
H 1.51670 0.51139 4.03872
H 2.75366 0.83449 2.78613
H 2.07885 -3.15910 4.06517
H 0.40061 -3.18671 3.44128
H 0.87618 -1.99418 4.69015
H 2.40260 5.02419 -0.45500
H 0.73426 4.73736 -1.06534
H 2.14234 4.08868 -1.97373
H 2.26731 3.96658 1.98486
H 1.43514 2.39574 2.32429
H 0.46696 3.84186 1.82965
H 4.00031 2.47515 -0.15012
H 3.11609 1.18257 -1.00961
H 3.22401 1.15478 0.76656
H -2.97704 -3.13359 -0.76933
H -1.79621 -2.26490 -1.83718
H -2.61869 -1.37487 -0.51478
H -2.61877 -4.23893 1.11899
H -2.25546 -2.97865 2.35529
H -1.12684 -4.37963 2.14469
H -0.35672 -4.73184 -0.98028
H 0.95868 -4.31833 0.20125
H 0.77284 -3.35559 -1.31556
C -1.23026 1.21690 -2.56599
C -0.06583 0.34708 -2.57487
C -0.05081 -0.75495 -3.40314
C -1.23655 -1.17551 -4.03400
C -2.48165 -0.55031 -3.74866
C -2.49480 0.54001 -2.87873
O -1.14351 2.47843 -2.45363
H 0.44575 2.28636 -0.60643
H 0.79116 0.77309 -2.04847
H 0.90271 -1.27592 -3.55737
H -1.19012 -2.02957 -4.70491
H -3.38280 -0.90584 -4.23715
H -3.40549 1.03753 -2.55469
N -1.49093 0.13747 3.53274
C -2.30038 1.10227 4.01049
C -2.52597 1.97052 2.95933
C -1.82048 1.47728 1.84506
N -1.22794 0.32673 2.21432
H -1.16855 -0.69273 4.01078
H -2.72422 1.05808 4.99915
H -3.17505 2.81907 2.95096
H -1.70192 1.86761 0.84214
```

Energy above the lowest of the compared OMol25 structures with the same formula, charge and spin: 0.00 kcal per mole
Charge: +4
2S+1: 5
E_tot: -2121.70594 a.u.
HOMO energy (spin up / spin down): -19.33 / -20.51 eV